# 1
17
Properties=species:S:1:pos:R:3:forces:R:3 method="wB97M-V/def2-TZVPD" orbital_gap_ev="7.47 / 7.91" e_above_lowest_ev=4.3646 spin_multiplicity=1 energy_ev=-18710.5228 e_homo_ev="-7.089 / -7.519"
C -1.4811 -0.3547 0.1606 -0.557 0.668 -1.204
C -1.4656 0.9816 0.1544 2.887 -2.202 3.066
C 2.2777 0.2997 1.2995 1.126 -2.793 0.864
C 2.2625 1.6858 0.6729 1.612 1.254 -0.586
C -2.2519 -1.2592 -0.8542 3.953 2.500 -2.276
O 1.2551 0.2329 2.2966 -1.409 -0.114 -0.190
O 1.3435 2.4437 1.4418 -0.619 0.072 0.226
P 0.2813 1.5102 2.3297 -0.801 0.833 -2.416
H -0.8808 -0.8703 0.9252 -0.654 -0.053 -0.135
H -1.5336 1.7506 -0.5467 -0.909 0.992 -0.957
H 2.0460 -0.3855 0.4318 0.221 0.157 1.299
H 3.0425 -0.1812 2.0171 0.240 1.314 -2.159
H 3.2274 2.3330 0.5750 -1.420 -1.511 0.597
H 1.9611 1.4772 -0.3789 -0.423 0.802 0.621
H -1.5286 -1.8605 -1.4989 -0.719 0.544 1.013
H -2.8375 -1.8784 -0.3382 -2.458 -2.642 1.908
H -2.8303 -0.6879 -1.5827 -0.068 0.180 0.331

---

# 2
18
Properties=species:S:1:pos:R:3:forces:R:3 method="wB97M-V/def2-TZVPD" orbital_gap_ev=7.47 e_above_lowest_ev=0.4648 total_charge=-1 spin_multiplicity=1 energy_ev=-31097.7490 e_homo_ev=-4.138
C 0.8777 1.0504 1.3078 -1.940 0.105 -1.040
C 0.5248 -2.0901 -1.3215 0.245 1.086 0.123
C -1.5853 1.7397 0.8477 1.420 1.552 -2.491
C 0.8167 -0.6308 -1.6505 -1.295 -0.443 -1.450
C -0.6185 0.5803 0.6832 1.242 0.574 0.432
O 1.3850 0.1256 2.0130 0.369 0.368 -0.055
O 1.2384 2.1860 1.0466 0.538 -0.287 0.195
S -1.0803 -0.9098 1.5742 -0.701 -0.181 -0.210
S -0.5104 0.4769 -1.1674 -0.491 0.421 -0.178
H 0.4744 -2.2178 -0.2555 -0.276 -0.071 0.412
H -0.3854 -2.4269 -1.7852 -0.357 -0.180 -0.155
H 1.3650 -2.6287 -1.6618 0.946 -1.152 -0.590
H -2.5358 1.4725 0.4611 -1.022 -0.394 -0.651
H -1.8026 2.1222 1.8256 0.672 0.079 0.706
H -1.1235 2.5343 0.1045 -1.174 -0.913 1.906
H 0.9359 -0.4882 -2.7821 -0.308 -0.081 1.476
H 1.7149 -0.3039 -1.2159 1.340 0.394 0.695
H 0.3091 -0.5917 1.9765 0.792 -0.876 0.874

---

# 3
17
Properties=species:S:1:pos:R:3:forces:R:3 method="wB97M-V/def2-TZVPD" orbital_gap_ev=7.92 e_above_lowest_ev=0.4458 total_charge=-1 spin_multiplicity=1 energy_ev=-11474.7928 e_homo_ev=-4.097
O -0.5821 1.1488 -1.2660 0.304 -0.027 -0.070
C 0.2678 0.5155 -1.9581 -0.716 -0.528 0.480
O 0.4835 -0.7183 -1.9124 0.155 0.289 -0.154
C 1.0555 1.3587 -2.9559 -0.092 0.119 -0.132
H 1.8463 0.7844 -3.4348 0.120 0.069 0.076
H 0.3626 1.7127 -3.7238 0.002 0.009 -0.012
H 1.4266 2.2411 -2.4340 0.200 -0.009 -0.104
O 1.4222 0.2765 1.4353 -0.208 -0.136 -0.081
C 0.2279 0.3690 1.2456 0.372 0.258 0.463
C -0.6912 -0.8154 1.1752 -0.016 -0.181 0.306
C -0.8972 -1.4341 2.5721 0.312 0.163 -0.353
H -0.2326 1.3687 1.2384 -0.143 -0.001 -0.152
H -0.2110 -1.5373 0.5200 -0.193 0.007 -0.298
H -1.6504 -0.4898 0.7798 0.078 -0.090 -0.306
H 0.0498 -1.8268 2.9473 -0.015 0.167 0.133
H -1.5881 -2.2742 2.5139 -0.156 0.052 0.032
H -1.2896 -0.6794 3.2575 -0.002 -0.162 0.172

---

# 4
17
Properties=species:S:1:pos:R:3:forces:R:3 method="wB97M-V/def2-TZVPD" orbital_gap_ev=8.77 e_above_lowest_ev=0.5504 total_charge=+1 spin_multiplicity=1 energy_ev=-11463.7955 e_homo_ev=-14.846
C 0.9339 0.7125 1.1552 -0.466 2.004 0.216
C -0.9874 -1.9136 -0.3029 0.999 2.326 -0.159
C 0.1908 -1.4182 0.4447 0.521 1.402 2.141
C -1.7575 0.1457 -0.8386 -0.635 1.289 -0.725
C 0.9203 2.1368 0.5711 3.223 -0.817 -0.945
O 1.0391 0.3660 2.2924 -0.032 -0.187 -1.088
O -1.9521 -0.7916 -0.0743 0.127 -1.288 -0.078
O 0.6778 -0.1381 0.0664 -0.949 -0.091 -0.270
H -0.6981 -2.0491 -1.3378 -0.787 0.153 -0.448
H -1.3012 -2.7653 0.1799 -1.318 -1.865 0.772
H 0.0599 -1.3049 1.5363 -0.298 -0.911 -0.417
H 0.9281 -2.1044 0.2227 1.872 -1.703 -0.059
H -1.2946 0.0112 -1.7972 0.617 -0.125 -0.346
H -2.1882 1.1111 -0.6129 -0.221 0.115 0.330
H 1.6031 2.0415 -0.3423 -1.052 0.254 0.929
H -0.0336 2.4224 0.2233 -1.193 0.187 -0.274
H 1.3801 2.9588 1.1389 -0.409 -0.745 0.421

---

# 5
19
Properties=species:S:1:pos:R:3:forces:R:3 method="wB97M-V/def2-TZVPD" orbital_gap_ev="9.18 / 8.53" e_above_lowest_ev=0.5947 total_charge=+1 spin_multiplicity=2 energy_ev=-14168.1887 e_homo_ev="-13.085 / -12.702"
C -3.7781 2.1205 5.9137 -0.289 -0.024 0.063
C -2.2764 1.8076 5.7971 0.431 0.134 -0.203
O -1.9701 0.8135 6.6977 -0.315 0.271 -0.167
H -4.0134 2.9027 5.1797 0.041 -0.190 0.228
H -4.3765 1.2301 5.6845 0.166 0.245 0.097
H -4.0217 2.4789 6.9214 0.060 -0.115 -0.302
H -1.7121 2.7307 6.0245 -0.139 -0.209 0.071
H -2.0538 1.5011 4.7589 -0.100 -0.044 0.212
H -0.3177 -0.0936 6.7968 3.534 -1.773 -0.299
O 1.8020 0.4053 6.4268 0.354 0.429 0.696
C 2.1108 0.2358 5.1477 -2.135 1.218 -0.745
C 0.8765 -0.6125 6.8195 -2.973 1.319 0.579
O 2.3076 1.1567 4.3854 1.083 -0.292 0.058
O 1.8295 -0.9923 4.7526 0.123 -0.823 -0.486
C 1.1920 -1.7224 5.8227 -0.057 -0.154 0.102
Rb 2.1012 3.3767 1.6758 0.075 -0.270 0.318
H 1.0477 -0.8614 7.8688 0.100 -0.062 -0.270
H 0.3070 -2.2280 5.4260 0.256 0.144 0.037
H 1.9103 -2.4606 6.2003 -0.215 0.196 0.010

---

# 6
16
Properties=species:S:1:pos:R:3:forces:R:3 method="wB97M-V/def2-TZVPD" orbital_gap_ev=9.28 e_above_lowest_ev=2.1875 spin_multiplicity=1 energy_ev=-16664.7022 e_homo_ev=-8.679
C -0.4502 0.6935 1.2453 -2.538 0.353 0.827
C -0.2815 1.1327 -0.1655 1.180 0.927 0.274
C 0.6111 -0.2759 0.9622 2.048 3.177 -1.987
C -0.9575 0.5339 -1.3577 0.330 0.827 -0.194
C 0.3273 -1.5726 0.4487 -0.716 -2.459 -0.132
O 2.9556 -0.2575 -0.5079 -0.153 -0.273 -0.011
P 2.1709 0.6263 0.3851 -1.076 -0.262 0.723
H -0.2903 1.3719 2.0583 0.746 0.904 0.013
H -1.4735 0.3473 1.5162 0.619 -0.553 -0.543
H 0.1341 2.1694 -0.4091 -0.190 -1.657 0.889
H -1.1485 1.2614 -2.1721 0.799 -0.339 0.409
H -1.9156 0.1346 -1.2041 -1.511 -0.583 0.922
H -0.4009 -0.3255 -1.6818 0.521 -0.246 -0.917
H 1.1057 -2.3380 0.5371 0.335 0.539 0.123
H 0.1530 -1.5083 -0.6304 -0.244 -0.358 0.062
H -0.5396 -1.9933 0.9757 -0.150 0.001 -0.460

---

# 7
15
Properties=species:S:1:pos:R:3:forces:R:3 method="wB97M-V/def2-TZVPD" orbital_gap_ev=9.39 e_above_lowest_ev=4.6711 smiles="C[P@H]1=C=C1.C=C" spin_multiplicity=1 energy_ev=-14613.6485 e_homo_ev=-8.414
C 0.0747 -1.5377 -0.0885 -0.924 -0.361 -0.249
C 0.2637 -0.2855 0.0109 -2.137 -0.793 -0.784
C -2.6908 0.3309 0.6496 -2.834 -1.171 0.197
C 2.7257 0.1447 -0.5663 0.395 1.106 -0.904
C -2.0813 1.0424 -0.2498 0.530 1.740 -0.066
P 1.9219 -1.0639 0.5337 0.430 -0.961 0.145
H -0.5231 -2.4946 -0.2052 1.554 1.385 0.164
H -2.7058 0.4355 1.7033 1.109 0.249 0.960
H 1.5184 -0.3499 1.6331 0.932 0.447 0.984
H -3.5464 -0.3330 0.4035 0.723 0.307 -0.422
H 1.9807 0.8307 -1.0214 0.520 -0.602 0.294
H 3.2703 -0.3660 -1.3463 -0.120 -0.449 -0.439
H 3.5081 0.7746 -0.1517 0.027 -0.062 0.774
H -1.3313 1.7989 -0.0416 -0.052 -0.234 0.352
H -2.3850 1.0729 -1.2632 -0.152 -0.604 -1.005

---

# 8
15
Properties=species:S:1:pos:R:3:forces:R:3 method="wB97M-V/def2-TZVPD" orbital_gap_ev=10.17 e_above_lowest_ev=4.1298 spin_multiplicity=1 energy_ev=-14614.1898 e_homo_ev=-9.458
C 3.4392 0.1629 0.7162 -3.656 -0.361 -0.426
C 1.8436 0.5717 0.7782 -0.084 -0.528 -2.882
C 0.1490 0.0443 0.3803 2.252 -0.637 0.776
C -2.3394 -0.1211 0.7645 1.377 1.145 1.559
C -0.8627 -0.0437 1.2657 0.906 1.009 -0.454
P 4.9614 -0.0472 0.6754 -0.336 0.043 0.049
H 1.7835 0.9393 1.7356 -0.500 0.873 2.274
H 1.8082 1.4233 0.0860 0.278 0.019 0.337
H -0.0665 -0.0897 -0.6925 0.507 0.019 0.517
H -2.4233 0.6755 0.0588 -0.282 0.463 -0.717
H -3.0070 0.1525 1.5817 -0.034 -0.254 0.026
H -2.6727 -1.0202 0.3103 0.061 -0.997 -0.234
H -0.6315 0.2713 2.3159 -0.491 -0.795 -0.829
H -1.3510 -1.3463 -5.0753 1.034 -0.325 0.252
H -0.6308 -1.5728 -4.9007 -1.034 0.325 -0.249